one:
C3H3F3O | ωB97M-V/def2-TZVPD

Last column: natural (NBO) charge in e.
Element x y z (Å)
C1 1.019 1.074 -0.438  0.4883
O1 2.058 1.211 -0.903  -0.4623
F1 -1.596 -1.643 0.616  -0.3398
C2 -0.971 -0.510 0.120  0.9669
H1 0.363 1.865 -0.260  0.1208
F2 -1.602 0.550 0.645  -0.3274
F3 -1.300 -0.578 -1.191  -0.3353
C3 0.492 -0.430 0.284  -0.5939
H2 0.790 -1.254 -0.222  0.2371
H3 0.747 -0.285 1.349  0.2456

Its structure (SMILES) is O=CCC(F)(F)F. The HOMO energy comes out at -10.5 eV. The calculation puts the LUMO energy at 0.843 eV.

=====

two:
C3H3F3O | ωB97M-V/def2-TZVPD

Last column: natural (NBO) charge in e.
Element x y z (Å)
O1 -1.171 0.178 -1.309  -0.6392
H1 0.562 -0.866 1.177  0.2277
H2 -1.937 -0.235 -1.498  0.4979
F1 3.084 0.702 -0.646  -0.3317
H3 1.138 0.799 0.602  0.2492
F2 3.074 -1.255 0.053  -0.3304
C1 0.469 -0.119 0.463  -0.6582
C2 2.928 -0.013 0.420  0.6363
C3 -0.525 -0.438 -0.404  0.7038
F3 -1.108 -1.663 -0.172  -0.3555

The HOMO energy comes out at -9.2 eV. The calculation puts the LUMO energy at 0.458 eV.

=====

Here is how they stack up, most stable first: one, two.

=====

one:
C2H12N2O3 | ωB97M-V/def2-TZVPD

Last column: natural (NBO) charge in e.
Element x y z (Å)
C1 0.302 0.072 1.017  -0.4666
H1 -0.808 0.215 1.195  0.2031
O1 -3.279 1.988 -0.469  -0.9364
H2 3.136 0.911 -1.184  0.3773
H3 2.036 2.603 -0.103  0.2005
H4 0.763 -0.622 1.721  0.1877
H5 -2.480 2.502 -0.305  0.4758
N1 2.458 0.527 -0.543  -0.8699
H6 -2.962 -0.470 -1.133  0.4682
O2 1.141 -3.537 0.683  -0.9324
H7 -2.018 -1.470 -1.561  0.4516
H8 1.655 -2.844 1.112  0.4677
H9 -3.457 1.616 0.410  0.4617
N2 0.885 1.390 0.964  -0.4946
H10 2.356 -0.442 -0.792  0.4216
H11 0.310 -3.103 0.463  0.4666
C2 1.908 1.562 0.206  0.2601
O3 -2.160 -0.511 -1.672  -0.9194
H12 0.214 -0.387 -0.007  0.1772

Its structure (SMILES) is C/N=C\N.O.O.O. The HOMO energy comes out at -9.2 eV. The calculation puts the LUMO energy at 0.374 eV.

=====

two:
C2H12N2O3 | ωB97M-V/def2-TZVPD

Last column: natural (NBO) charge in e.
Element x y z (Å)
H1 -0.844 1.688 2.572  0.1526
H2 -2.913 1.981 0.684  0.3872
O1 1.343 -0.006 -5.540  -0.9422
C1 -0.566 0.560 2.270  -0.4361
H3 -4.273 0.962 0.683  0.3768
H4 -3.372 -0.817 0.970  0.1386
H5 -0.632 0.007 3.335  0.1989
O2 1.816 -0.145 -1.722  -0.9301
H6 1.385 0.015 -0.863  0.4671
H7 1.792 0.149 -6.423  0.4697
H8 1.435 0.509 -2.255  0.4629
H9 1.116 -0.973 -5.576  0.4727
C2 -2.645 0.055 1.236  0.3951
N1 -1.351 0.056 1.144  -0.5942
H10 0.486 0.740 1.954  0.2028
H11 2.593 -2.146 2.948  0.4661
N2 -3.403 1.285 1.158  -0.8222
O3 3.400 -1.648 2.501  -0.9276
H12 3.295 -0.789 2.905  0.4619

Its structure (SMILES) is C/N=C\N.O.O.O. The HOMO energy comes out at -8.2 eV. The calculation puts the LUMO energy at 0.272 eV.

=====

Here is how they stack up, most stable first: one, two.

=====

one:
C2H12N2O3 | ωB97M-V/def2-TZVPD

Last column: natural (NBO) charge in e.
Element x y z (Å)
N1 -0.310 1.254 2.605  -0.8317
O1 -0.030 -2.302 -0.233  -0.9133
C1 -0.666 1.401 0.177  -0.1248
H1 -0.370 -3.187 -0.222  0.4641
N2 -0.917 0.626 -0.999  -0.8951
O2 -0.963 -1.639 -2.671  -0.9330
H2 2.775 -0.096 0.411  0.4931
H3 -1.861 0.546 -1.354  0.3724
H4 2.871 1.447 0.868  0.4640
H5 -0.395 2.292 2.638  0.3788
H6 0.389 0.908 3.229  0.3771
H7 -0.644 -1.992 -1.939  0.4548
C2 -0.472 0.676 1.342  -0.0170
H8 -0.261 0.748 -1.760  0.3736
H9 -0.685 2.460 0.051  0.1647
H10 -0.804 -1.869 -0.253  0.4664
O3 2.961 0.854 0.258  -0.9565
H11 -0.389 -0.355 1.143  0.2003
H12 -0.228 -1.773 -3.291  0.4623

Its structure (SMILES) is N/C=C/N.O.O.O. The HOMO energy comes out at -7.8 eV. The calculation puts the LUMO energy at 0.691 eV.

=====

two:
C2H12N2O3 | ωB97M-V/def2-TZVPD

Last column: natural (NBO) charge in e.
Element x y z (Å)
N1 -0.355 0.877 -1.793  -0.8773
O1 -1.017 -1.850 -0.831  -0.9558
O2 2.592 1.043 -1.130  -0.9609
H1 -1.393 2.182 -0.357  0.1914
H2 -0.391 0.448 2.579  0.3769
H3 0.637 0.798 -1.948  0.4006
H4 2.565 2.007 -1.303  0.4840
H5 -0.105 -1.529 -0.765  0.4596
H6 -0.795 1.412 -2.538  0.3723
N2 -0.398 1.207 1.913  -0.8250
C1 -0.235 0.730 0.588  -0.0560
H7 -0.239 -2.341 0.969  0.4781
H8 0.543 -0.020 0.693  0.1741
O3 -0.180 -2.765 1.850  -0.9538
H9 -0.845 -3.448 1.755  0.4696
C2 -0.696 1.368 -0.493  -0.1284
H10 2.497 0.861 -0.178  0.4866
H11 -1.383 -1.127 -1.381  0.4982
H12 -1.152 1.833 2.116  0.3656

Its structure (SMILES) is N/C=C/N.O.O.O. The HOMO energy comes out at -7.7 eV. The calculation puts the LUMO energy at 0.702 eV.

=====

Here is how they stack up, most stable first: two, one.

=====

one:
C9H11O3 | ωB97M-V/def2-TZVPD

Last column: natural (NBO) charge in e.
Element x y z (Å)
C1 1.622 1.889 1.027  -0.1127
C2 2.478 3.133 1.103  -0.6156
H1 -1.412 -3.259 -3.727  0.2309
C3 -0.364 0.800 0.313  -0.2896
C4 -2.208 -3.236 -2.987  -0.7362
H2 -3.244 -3.261 -3.167  0.2232
O1 -2.410 -1.789 -1.066  -0.8388
H3 3.133 2.948 1.913  0.2074
C5 -0.142 -0.398 1.079  0.3687
H4 -1.354 0.854 -0.279  0.2196
H5 2.370 0.703 2.706  0.1784
C6 1.689 0.773 1.918  -0.1930
O2 -0.856 -1.468 0.933  -0.7165
H6 2.868 3.448 0.231  0.2010
H7 -1.769 -1.367 0.146  0.5299
H8 0.783 -0.743 2.972  0.1969
C7 0.794 -0.307 2.078  -0.3131
O3 -0.751 -1.353 -2.566  -0.7058
H9 1.998 4.025 1.619  0.1872
C8 0.419 1.963 0.340  -0.2022
H10 -1.968 -4.157 -2.332  0.2118
C9 -1.729 -2.064 -2.191  0.7755
H11 0.052 2.866 -0.060  0.1932

The charge is -1. The HOMO energy comes out at -4.1 eV. The calculation puts the LUMO energy at 3.517 eV.

=====

two:
C9H11O3 | ωB97M-V/def2-TZVPD

Last column: natural (NBO) charge in e.
Element x y z (Å)
H1 -1.010 4.056 -1.442  0.2041
H2 -0.785 0.624 2.585  0.2016
C1 -0.620 0.946 1.626  -0.2697
H3 -1.985 2.553 1.730  0.1865
H4 -0.217 1.603 -2.221  0.1908
H5 1.836 -1.390 0.683  0.5122
O1 2.653 -2.170 0.229  -0.7962
H6 0.481 -4.436 -0.660  0.1967
C2 -1.255 2.252 -0.349  -0.1487
C3 2.228 -3.358 -0.296  0.7971
C4 0.256 0.123 0.795  0.3519
C5 0.868 -3.739 0.173  -0.7318
H7 0.918 -0.280 -1.179  0.2171
C6 -1.327 1.977 1.038  -0.1940
C7 0.319 0.347 -0.511  -0.3548
H8 0.804 -4.118 1.143  0.2225
H9 0.168 -2.912 0.018  0.2289
C8 -1.831 3.520 -0.941  -0.6000
H10 -2.613 3.461 -1.584  0.1951
C9 -0.357 1.467 -1.083  -0.1672
O2 0.913 -0.813 1.495  -0.7817
O3 2.815 -4.089 -1.028  -0.6483
H11 -2.260 4.376 -0.218  0.1880

The charge is -1. The HOMO energy comes out at -4.1 eV. The calculation puts the LUMO energy at 3.394 eV.

=====

Here is how they stack up, most stable first: two, one.

=====

one:
C4H12OS | ωB97M-V/def2-TZVPD

Last column: natural (NBO) charge in e.
Element x y z (Å)
S1 -0.830 -2.270 0.000  0.2022
H1 1.475 -0.326 -0.021  0.2051
H2 -0.158 0.541 -2.445  0.2113
C1 -1.152 -1.034 1.290  -0.7717
C2 1.255 -0.113 -1.068  -0.6092
H3 1.837 0.762 -1.356  0.2076
H4 1.137 3.788 3.214  0.4757
H5 -1.430 -0.010 1.029  0.2268
H6 1.616 -0.949 -1.654  0.2034
H7 -0.259 -0.978 1.906  0.2171
H8 -1.946 -1.211 -1.938  0.2136
C3 -0.935 -1.314 -1.528  -0.5522
H9 1.223 2.325 2.575  0.4738
O1 1.714 3.135 2.763  -0.9493
H10 -0.720 0.773 -0.823  0.1970
H11 -0.579 -1.885 -2.407  0.2326
H12 -2.010 -1.284 1.931  0.2265
C4 -0.239 0.051 -1.467  -0.4105

Its structure (SMILES) is CCCSC.O. The HOMO energy comes out at -8.6 eV. The calculation puts the LUMO energy at 0.572 eV.

=====

two:
C4H12OS | ωB97M-V/def2-TZVPD

Last column: natural (NBO) charge in e.
Element x y z (Å)
S1 2.468 -0.318 2.555  0.1328
H1 1.531 1.868 2.180  0.2242
H2 2.089 -1.414 0.466  0.2206
C1 1.664 0.996 1.529  -0.7314
C2 2.903 -1.409 1.181  -0.7536
H3 -2.776 -1.050 -1.934  0.2087
H4 -3.771 0.508 -1.894  0.2169
C3 -1.721 0.669 -1.198  -0.0583
C4 -2.790 0.038 -2.034  -0.6590
H5 -0.750 0.695 -1.672  0.1707
H6 0.654 0.585 1.413  0.2422
H7 2.371 1.078 0.717  0.2192
H8 3.900 -1.142 0.846  0.2171
O1 -1.618 0.034 0.069  -0.7423
H9 -2.230 -0.677 0.249  0.4758
H10 2.891 -2.431 1.605  0.2276
H11 -2.796 0.244 -3.103  0.2244
H12 -2.021 1.724 -0.974  0.1645

Its structure (SMILES) is CCO.CSC. The HOMO energy comes out at -8.2 eV. The calculation puts the LUMO energy at 0.905 eV.

=====

Here is how they stack up, most stable first: one, two.